(1)
Molecular formula: C19H11F13N3O2Tc
Method: DFT, the ωB97M-V functional and the def2-TZVPD basis

HOMO level (alpha / beta) (eV): -11.7543 / -11.9577
Multiplicity: 4
Energy relative to the best compared isomer or geometry (same formula, charge and spin) (kcal per mole): 0.0
E_LUMO (alpha / beta) (eV): -4.5 / -5.5
Energy (eV): -65963.75219
Net charge: +1
Max |F| (eV/Å): 0.46

CARTESIAN COORDINATES (ANGSTROEM)
Tc1 0.04163 0.06126 0.25958
C1 0.09148 0.11455 3.19690
N1 -0.39128 1.06643 2.16067
C2 0.32938 2.37150 2.24820
C3 1.52933 2.30826 1.33952
N2 1.01723 1.74924 0.08870
C4 1.72457 1.89248 -1.11009
C5 1.00707 1.81550 -2.30611
F1 -0.32153 1.60788 -2.24518
C6 1.59417 1.94640 -3.54296
F2 0.86343 1.86957 -4.64590
C7 2.95706 2.16938 -3.61916
F3 3.54380 2.29351 -4.79454
C8 3.70239 2.25009 -2.45587
F4 5.01017 2.44995 -2.52370
C9 3.09575 2.09532 -1.22559
F5 3.86351 2.15409 -0.13552
C10 -1.86295 1.27514 2.24597
C11 -2.59264 0.10039 1.65316
N3 -1.88327 -0.29040 0.42727
C12 -2.44241 -1.28230 -0.40086
C13 -1.77020 -1.65407 -1.55961
F6 -0.56493 -1.06185 -1.81611
C14 -2.21648 -2.58476 -2.46351
F7 -1.49295 -2.87227 -3.53559
C15 -3.42000 -3.22132 -2.22987
F8 -3.87639 -4.12512 -3.07695
C16 -4.12693 -2.89763 -1.08820
F9 -5.28039 -3.49543 -0.83640
C17 -3.64629 -1.95613 -0.19349
F10 -4.40229 -1.71781 0.88435
H1 -0.14214 0.49572 4.19281
H2 1.17199 -0.00505 3.11092
H3 -0.38419 -0.85720 3.06539
H4 0.60105 2.58590 3.28171
H5 -0.34108 3.14803 1.89209
H6 2.32515 1.68895 1.76311
H7 1.93846 3.30574 1.17998
H8 -2.09573 2.17064 1.67496
H9 -2.15827 1.43624 3.28441
H10 -3.61649 0.40009 1.43785
H11 -2.63777 -0.74204 2.34639
F11 2.21873 -4.15333 0.02681
C18 2.60635 -3.06394 0.67342
F12 2.61293 -3.30942 1.98696
F13 3.81978 -2.71803 0.28295
C19 1.60455 -1.92149 0.41943
O1 0.37557 -2.12402 0.59097
O2 2.02108 -0.76865 0.09075

(2)
Molecular formula: C50H41AuN5O5
Method: DFT, the ωB97M-V functional and the def2-TZVPD basis

HOMO level (eV): -9.1886
Energy relative to the best compared isomer or geometry (same formula, charge and spin) (kcal per mole): 7.9
E_LUMO (eV): -3.9
Energy (eV): -73887.98745
Net charge: +1
Max |F| (eV/Å): 1.11

CARTESIAN COORDINATES (ANGSTROEM)
Au1 0.96859 0.48562 0.55372
C1 -3.91359 8.62761 -1.02660
O1 -3.99448 7.40075 -1.74382
C2 -3.39907 6.31537 -1.21605
C3 -3.59664 5.11450 -1.90415
C4 -3.02867 3.95397 -1.43889
C5 -2.24431 3.94189 -0.27409
C6 -2.03653 5.15526 0.38309
C7 -2.60626 6.33528 -0.06725
C8 -1.64516 2.68999 0.16710
C9 -1.32856 1.64876 -0.76022
C10 -1.26034 0.27071 -0.33813
C11 -0.46849 -0.35489 -1.29441
C12 -0.08595 0.68178 -2.20241
N1 -0.68304 1.85495 -1.91628
C13 1.16356 0.61513 -2.89237
C14 2.14563 -0.08735 -2.22226
C15 3.31906 -0.66816 -2.78356
C16 4.00709 -1.28215 -1.79004
C17 3.32258 -1.01773 -0.56402
C18 3.82945 -1.35919 0.71947
C19 5.03738 -2.23483 0.79916
C20 6.29947 -1.76114 0.47981
C21 7.42434 -2.57510 0.57420
C22 7.28172 -3.89090 1.00252
O2 8.30379 -4.77133 1.13178
C23 9.61228 -4.30901 0.83462
C24 6.01740 -4.38042 1.32909
C25 4.91392 -3.55910 1.22273
C26 3.28268 -0.89511 1.87677
N2 2.20624 -0.04200 2.01940
C27 1.98695 0.21401 3.35699
C28 1.00985 0.98359 3.91851
C29 1.00816 1.19433 5.39583
C30 2.03245 1.88200 6.02553
C31 2.03941 2.07579 7.40425
C32 0.99076 1.57545 8.16819
O3 0.89334 1.70154 9.51344
C33 1.90843 2.43538 10.18241
C34 -0.04855 0.87975 7.54770
C35 -0.03325 0.69433 6.18214
C36 -0.00634 1.62900 3.15833
C37 -0.94567 2.56144 3.69897
C38 -1.67054 3.06148 2.66522
C39 -1.23199 2.43533 1.46526
N3 -0.20230 1.52060 1.82810
C40 3.00721 -0.51812 4.09515
C41 3.77582 -1.17341 3.21974
N4 2.17393 -0.36425 -0.82455
C42 1.41311 1.36322 -4.11675
C43 0.37228 1.57567 -5.03320
C44 0.57679 2.30054 -6.18171
C45 1.83624 2.85095 -6.44280
O4 1.94581 3.53550 -7.59941
C46 3.16917 4.20789 -7.86865
C47 2.87874 2.67299 -5.53571
C48 2.65350 1.93965 -4.38021
H1 -4.54299 9.32824 -1.56543
H2 -2.88699 8.99792 -1.00189
H3 -4.29139 8.50790 -0.00973
H4 -4.20976 5.12265 -2.79462
H5 -3.20003 3.02763 -1.97048
H6 -1.38756 5.19351 1.24749
H7 -2.41153 7.25589 0.46109
H8 -1.84385 -0.17786 0.45019
H9 -0.25569 -1.40593 -1.40469
H10 3.53669 -0.68045 -3.83915
H11 4.91016 -1.86232 -1.87131
H12 6.42022 -0.73285 0.15871
H13 8.39345 -2.17305 0.32102
H14 10.27687 -5.14662 1.02133
H15 9.89024 -3.47415 1.48179
H16 9.69368 -4.00671 -0.21189
H17 5.92569 -5.40726 1.65548
H18 3.93460 -3.95210 1.46979
H19 2.84946 2.27996 5.43438
H20 2.85809 2.61169 7.85935
H21 1.62254 2.45980 11.22920
H22 1.97236 3.45602 9.79906
H23 2.87769 1.94186 10.08105
H24 -0.84909 0.48605 8.15898
H25 -0.83925 0.14154 5.71358
H26 -1.03549 2.80943 4.74255
H27 -2.49346 3.75423 2.72499
H28 3.08218 -0.52288 5.16955
H29 4.61684 -1.81110 3.43516
H30 -0.60233 1.14732 -4.83610
H31 -0.21469 2.45499 -6.90171
H32 3.00216 4.78048 -8.77534
H33 3.97699 3.49172 -8.03269
H34 3.43240 4.88487 -7.05393
H35 3.85172 3.10512 -5.71208
H36 3.44822 1.84838 -3.65099
C49 1.25473 4.57083 -1.65722
C50 1.58129 3.76394 -0.43540
N5 1.46961 4.36841 0.76257
O5 1.95762 2.59445 -0.52837
H37 0.89985 5.57504 -1.42975
H38 0.49222 4.02325 -2.21234
H39 2.14942 4.62886 -2.27710
H40 1.12304 5.30761 0.83806
H41 1.65249 3.84368 1.60263

(3)
Molecular formula: C29H55ClN2O2Si4Tl
Method: DFT, the ωB97M-V functional and the def2-TZVPD basis

HOMO level (alpha / beta) (eV): -1.0520 / -1.1615
Energy relative to the best compared isomer or geometry (same formula, charge and spin) (kcal per mole): 23.0
E_LUMO (alpha / beta) (eV): 2.4 / 2.5
Energy (eV): -86767.57594
Net charge: -1
Max |F| (eV/Å): 5.90

CARTESIAN COORDINATES (ANGSTROEM)
Tl1 0.00000 0.00000 0.00000
Cl1 1.59580 -0.20410 -1.74560
N1 0.08470 2.04170 -0.05640
N2 -0.03300 -2.04090 0.16610
C1 -0.85110 2.83160 -0.42760
C2 -0.84590 -2.85660 -0.39230
C3 1.17170 2.84890 0.56630
C4 0.43630 4.17490 0.80400
C5 2.30300 3.00220 -0.43880
C6 1.64950 2.20410 1.85050
H1 1.91460 3.05550 -1.45480
H2 2.97190 2.14900 -0.38550
H3 2.86230 3.91500 -0.23370
H4 0.90340 2.28970 2.63540
H5 2.57920 2.66720 2.18050
H6 1.84580 1.14590 1.68400
C7 0.89750 -2.81790 1.03760
C8 0.64580 -4.24390 0.52660
C9 0.46040 -2.65880 2.48630
C10 2.33460 -2.38350 0.84550
H7 2.60990 -2.37460 -0.20430
H8 2.99830 -3.05300 1.39270
H9 2.48130 -1.37610 1.22780
H10 -0.58020 -2.94800 2.61790
H11 0.55040 -1.62490 2.80350
H12 1.08270 -3.28290 3.12740
O1 -0.62520 -4.16860 -0.17530
H13 0.55020 -4.97940 1.31910
H14 1.39850 -4.56730 -0.19200
O2 -0.69900 4.13170 -0.10800
H15 1.02780 5.05200 0.56130
H16 0.04090 4.25650 1.81610
C11 -2.09070 2.44810 -1.15630
C12 -2.04100 -2.51210 -1.21430
C13 -1.85400 -1.24120 -1.98870
H17 -2.88100 -2.40970 -0.52390
H18 -2.26440 -3.35950 -1.85690
C14 -2.15490 -0.03120 -1.35430
C15 -1.88960 1.19970 -1.96300
H19 -2.69420 -0.04710 -0.41760
C16 -1.32570 1.22420 -3.23640
C17 -1.06490 0.00970 -3.86280
C18 -0.92890 2.50910 -3.89320
C19 -1.28730 -1.22460 -3.26060
H20 -0.60410 0.02620 -4.84220
C20 -0.83710 -2.48030 -3.93720
H21 -0.51100 -2.28070 -4.95420
H22 -1.62210 -3.23580 -3.98340
H23 0.00800 -2.91850 -3.40490
H24 -1.73210 3.24660 -3.88290
H25 -0.64310 2.34690 -4.92890
H26 -0.07350 2.95590 -3.38540
H27 -2.40360 3.29530 -1.76280
H28 -2.86680 2.29350 -0.40420
C21 1.66750 -0.08710 4.83410
Si1 0.11880 0.96270 4.82970
C22 -0.69550 0.69470 6.50180
C23 0.64900 2.76830 5.09670
Si2 -1.23050 0.36740 2.96680
Si3 -2.38850 -1.46400 3.94990
C24 -3.68970 -0.96630 5.19920
C25 -3.34570 -2.37100 2.62450
C26 -1.47630 -2.74570 5.04340
Si4 -2.92910 1.95100 3.10180
C27 -3.40990 2.43600 4.85410
C28 -2.58500 3.66290 2.48520
C29 -4.44440 1.34220 2.19390
H29 2.29430 0.18590 5.70760
H30 2.24520 0.08870 3.90430
H31 1.39780 -1.15890 4.91040
H32 0.03130 0.96390 7.29500
H33 -1.58210 1.34130 6.61910
H34 -0.98880 -0.34360 6.67160
H35 1.39310 3.18450 4.39770
H36 -0.24460 3.42120 5.11060
H37 1.13940 2.83120 6.08960
H38 -4.46270 -0.33090 4.73640
H39 -4.19480 -1.88200 5.56860
H40 -3.22720 -0.46850 6.07080
H41 -2.66660 -2.81750 1.87740
H42 -3.93710 -3.18030 3.10180
H43 -4.03350 -1.67620 2.10800
H44 -0.75230 -3.43290 4.59030
H45 -2.24620 -3.40840 5.48670
H46 -0.94080 -2.26750 5.87480
H47 -2.55020 2.93480 5.34060
H48 -4.23960 3.17010 4.80420
H49 -3.74670 1.60820 5.48600
H50 -2.42360 3.65000 1.40980
H51 -3.47710 4.29540 2.67000
H52 -1.73480 4.09240 3.04730
H53 -4.20000 1.15280 1.13230
H54 -4.82350 0.41060 2.64780
H55 -5.23820 2.11370 2.25790

(4)
Molecular formula: C2HFINO2
Method: DFT, the ωB97M-V functional and the def2-TZVPD basis

HOMO level (alpha / beta) (eV): -9.7508 / -9.8144
Energy relative to the best compared isomer or geometry (same formula, charge and spin) (kcal per mole): 73.2
E_LUMO (alpha / beta) (eV): -2.3 / -2.4
Energy (eV): -18485.77683
Max |F| (eV/Å): 3.61

CARTESIAN COORDINATES (ANGSTROEM)
O1 -0.02205 -1.84841 -0.16700
N1 0.39467 -1.50289 0.87313
O2 1.34235 -0.81151 1.16892
I1 2.64142 0.42777 -0.39073
C1 -1.25748 0.37527 -0.62946
C2 -0.79452 1.39971 -0.24818
F1 -0.63698 2.63864 -0.02715
H1 -1.66740 -0.67860 -0.57952

(5)
Molecular formula: C5H11N2O
Method: DFT, the ωB97M-V functional and the def2-TZVPD basis

HOMO level (eV): -13.7516
Energy relative to the best compared isomer or geometry (same formula, charge and spin) (kcal per mole): 94.2
E_LUMO (eV): -5.1
Energy (eV): -10381.52034
Net charge: +1
Max |F| (eV/Å): 4.29

CARTESIAN COORDINATES (ANGSTROEM)
C1 0.05520 -0.41860 -0.03505
C2 2.08199 0.54807 2.74890
C3 -1.44163 0.07931 -2.11197
C4 0.27747 1.84587 0.45305
C5 -1.36848 -0.19440 -0.62966
N1 2.66292 1.59665 2.39263
N2 0.79922 0.52124 0.38741
O1 1.75369 -0.35676 3.34120
H1 0.62169 -1.32809 -0.09824
H2 -1.04226 1.11349 -2.39434
H3 -0.76565 -0.63105 -2.69657
H4 -2.61370 0.06093 -2.34380
H5 1.14216 2.60792 0.83243
H6 -0.56716 1.87018 1.16958
H7 -0.11799 2.23668 -0.53876
H8 -1.63323 0.71695 -0.02648
H9 -1.87763 -1.04639 -0.26275
H10 2.48532 1.94792 1.38136
H11 3.01948 2.33445 2.97844